{
  "formula": "C22H24N2O6",
  "method": "ωB97M-V/def2-TZVPD",
  "elements": ["C", "C", "O", "C", "C", "C", "C", "C", "C", "H", "H", "N", "C", "O", "C", "C", "H", "C", "N", "C", "O", "C", "C", "C", "C", "O", "H", "H", "H", "C", "C", "C", "H", "O", "C", "H", "C", "H", "O", "H", "H", "H", "H", "H", "H", "H", "H", "H", "H", "H", "H", "H", "H", "H"],
  "xyz": [[4.633, -3.307, -4.114], [3.676, -2.520, -5.004], [2.407, -3.136, -5.119], [1.517, -3.046, -4.098], [1.679, -2.310, -2.939], [0.670, -2.285, -1.968], [-0.515, -3.014, -2.173], [-0.672, -3.755, -3.347], [0.325, -3.769, -4.288], [0.220, -4.335, -5.200], [-1.582, -4.315, -3.507], [-1.490, -2.975, -1.211], [-1.430, -2.268, -0.035], [-2.377, -2.278, 0.739], [-0.183, -1.542, 0.180], [0.797, -1.550, -0.751], [1.700, -0.983, -0.576], [-0.069, -0.750, 1.455], [-0.565, 0.606, 1.254], [0.351, 1.556, 0.942], [1.548, 1.300, 0.896], [-0.098, 2.933, 0.667], [0.620, 4.079, 0.896], [-0.182, 5.147, 0.444], [-1.318, 4.575, -0.043], [-1.275, 3.243, 0.083], [-2.193, 4.995, -0.498], [0.053, 6.191, 0.473], [1.593, 4.132, 1.340], [-1.974, 0.833, 1.486], [-2.269, 1.483, 2.847], [-1.584, 0.769, 4.020], [-1.969, -0.245, 4.133], [-1.851, 1.431, 5.238], [-1.415, 2.772, 5.178], [-1.675, 3.226, 6.135], [-2.100, 3.499, 4.021], [-1.710, 4.511, 3.905], [-1.848, 2.838, 2.801], [-3.185, 3.537, 4.205], [-0.324, 2.804, 5.034], [-0.498, 0.745, 3.846], [-3.360, 1.458, 3.015], [-2.385, 1.480, 0.710], [-2.479, -0.134, 1.439], [-0.656, -1.235, 2.236], [0.980, -0.677, 1.753], [-2.347, -3.492, -1.373], [2.570, -1.734, -2.747], [3.572, -1.486, -4.652], [4.057, -2.497, -6.029], [4.258, -3.369, -3.096], [4.748, -4.316, -4.499], [5.604, -2.820, -4.103]],
  "atomic_forces_ev_per_a": [[-0.4, 0.1, -0.2], [0.4, 0.0, 0.1], [-0.2, -0.1, -0.1], [-0.2, 0.0, 0.2], [0.1, -0.1, -0.3], [-0.5, -0.4, -0.3], [0.7, 0.3, -0.2], [0.1, 0.1, 0.0], [0.2, 0.1, 0.1], [0.0, -0.1, -0.1], [-0.1, -0.1, 0.0], [-0.4, -0.2, 0.1], [0.0, -0.2, -0.3], [-0.2, 0.0, 0.2], [0.4, 0.1, 0.1], [-0.3, 0.0, 0.4], [0.1, 0.1, 0.1], [0.2, -0.1, -0.1], [0.1, -0.1, 0.1], [-0.2, -0.2, 0.0], [0.2, 0.2, 0.0], [1.0, 0.9, 0.1], [-0.3, -0.9, -0.1], [-0.5, -0.1, -0.2], [0.3, 0.8, 0.1], [-0.2, -0.5, -0.2], [-0.1, -0.1, -0.1], [0.0, 0.2, 0.0], [0.2, -0.1, 0.1], [-0.6, 0.5, 0.4], [0.0, -0.4, 0.0], [-0.2, 0.1, -0.3], [0.1, 0.0, -0.1], [-0.1, 0.0, 0.1], [-0.1, 0.3, -0.3], [0.1, 0.1, 0.0], [0.1, 0.0, 0.4], [-0.1, 0.0, 0.1], [0.0, -0.2, 0.0], [0.1, 0.0, 0.0], [-0.1, 0.0, 0.0], [-0.1, -0.1, 0.0], [0.1, 0.0, 0.0], [-0.1, -0.2, 0.1], [0.0, 0.1, 0.0], [0.1, 0.1, 0.0], [-0.2, -0.1, 0.0], [0.1, 0.1, 0.1], [0.1, 0.0, 0.0], [0.0, -0.1, -0.1], [-0.1, 0.1, 0.2], [0.0, 0.0, 0.1], [0.0, -0.1, 0.0], [0.1, 0.0, 0.0]],
  "homo_lumo_gap_ev": 8.2,
  "e_above_lowest_ev": 2.732,
  "e_homo_ev": -8.012,
  "spin_multiplicity": 1,
  "total_energy_ev": -38468.342,
  "lumo_ev": 0.2,
  "smiles": "CCOc1ccc2[nH]c(=O)c(CN(C[C@H]3COCCO3)C(=O)c3ccco3)cc2c1"
}